Below is a 7-piece molecular cluster, C51H76BF6O17Si overall at a distorted geometry, with properties calculated with ωB97M-V/def2-TZVPD.

Calculated values
charge: -1
LUMO: 1.734 eV
max |F|: 2.28 eV/A
multiplicity: 1
energy: -113792.4287 eV
HOMO energy: -3.950 eV

XYZ file:
```
152
Properties=species:S:1:pos:R:3:forces:R:3
Si -0.459 5.859 0.229 1.0 0.3 0.2
F -7.688 4.284 -0.754 -0.2 -0.2 0.1
F 3.364 2.417 3.226 0.7 0.0 -0.4
F -6.369 5.977 -0.697 0.0 0.1 0.0
F -3.666 0.272 0.435 -0.2 0.0 0.3
F -1.960 0.595 -0.893 -0.1 -0.3 -0.1
F -6.453 4.641 0.995 -0.2 -0.1 0.2
O -1.042 -4.898 -5.621 0.0 0.0 0.0
O -0.653 -6.941 0.503 0.0 -0.3 -0.1
O -5.493 -2.983 0.009 -0.2 -0.1 0.1
O -0.418 -2.755 -5.821 -0.1 -0.1 0.1
O 4.886 1.003 -0.290 0.1 -0.2 -0.2
O 7.879 5.073 0.035 0.0 -0.2 -0.1
O 9.019 3.864 1.547 0.3 0.5 -0.1
O 1.175 -4.362 -2.041 0.0 0.0 0.1
O -7.283 -2.920 -1.339 -0.1 0.0 0.0
O 1.757 2.354 4.693 0.1 -0.3 1.4
O 6.053 -0.194 1.202 0.1 0.0 -0.1
O -0.622 2.063 0.701 -0.2 0.6 -1.1
O -0.298 0.944 2.701 -0.4 0.8 0.3
O 2.964 -4.396 -0.692 -0.2 -0.3 0.1
O -2.453 -4.255 2.627 -0.1 0.3 -0.4
O -1.457 -8.047 -1.271 -0.2 0.0 0.0
O -0.937 4.841 1.441 -0.4 0.0 -0.3
C 0.793 -3.689 -3.259 0.0 0.2 -0.1
C 1.157 2.982 2.498 0.1 0.3 -0.5
C 2.388 -3.930 -1.632 0.5 0.2 -0.1
C -1.451 7.455 0.351 0.0 -0.2 -0.1
C -0.572 -7.853 -0.488 0.2 0.1 -0.2
C -1.897 1.738 1.165 1.3 -0.3 1.8
C -2.585 -5.064 -7.386 0.0 0.1 -0.1
C 8.780 4.986 0.810 -0.1 0.3 0.1
C 2.479 -0.768 2.583 -0.1 -0.2 -0.8
C 2.890 -2.834 -2.556 -0.6 0.3 0.0
C 10.102 4.103 2.462 0.1 0.0 0.1
C -4.055 3.360 -2.888 -0.1 -0.1 0.4
C -2.247 4.301 1.300 0.0 0.5 0.4
C -1.749 -3.799 -7.574 -0.4 -0.3 0.2
C -0.998 -3.704 -6.258 0.1 0.2 -0.3
C 0.791 -8.523 -0.459 0.0 0.0 0.5
C -5.626 -1.292 -1.743 -0.5 0.2 0.0
C -4.631 2.959 -0.209 -0.2 0.0 -0.2
C -1.719 -5.873 -6.429 -0.1 -0.1 -0.1
C -6.075 -2.469 -0.896 0.4 0.0 -0.1
C -3.582 2.235 -0.782 -0.1 0.3 -0.5
C -5.089 4.087 -2.315 0.5 -0.6 0.3
C 1.678 0.912 0.869 0.8 0.0 -0.4
C -7.691 -2.180 -2.498 0.0 0.1 -0.1
C 1.341 6.267 0.574 -0.6 -0.3 -0.5
C 7.913 1.207 1.504 0.0 -0.2 0.0
C -3.452 -2.638 4.147 0.4 -0.1 -0.4
C 1.296 -8.180 0.941 0.0 -0.1 -0.1
C 10.888 5.265 1.869 0.0 0.1 0.0
C 0.597 -6.854 1.210 0.3 0.1 0.1
C -0.532 5.065 -1.469 -0.9 -0.1 0.5
C 9.791 6.061 1.168 0.4 -0.3 0.1
C -3.576 -3.430 2.842 -0.5 0.0 0.7
C -1.539 0.577 2.191 -0.2 -1.9 -0.7
C -6.473 4.676 -0.340 0.6 0.2 -0.2
C 6.816 2.006 0.812 0.3 -0.5 0.1
C -6.924 -0.867 -2.427 0.1 0.1 0.0
C -2.053 -2.042 4.375 0.0 0.1 0.7
C -2.766 1.216 0.006 0.0 0.9 -0.6
C -1.961 -0.515 4.459 -0.3 -0.2 -0.1
C 7.138 0.042 2.107 0.0 0.0 0.0
C 5.803 0.926 0.468 -0.2 0.3 0.2
C -5.359 3.874 -0.959 -0.1 0.0 -0.2
C -3.308 2.451 -2.131 -0.3 0.3 -0.1
C 1.612 -2.405 -3.278 0.1 0.0 0.1
C 2.057 2.553 3.570 -1.0 0.2 -0.4
C 1.934 -0.458 1.383 0.4 0.0 0.0
C -2.580 0.242 3.275 0.4 0.6 0.2
C -1.258 -0.783 1.471 0.1 0.6 -0.2
C -2.053 -4.308 1.266 0.7 -0.2 0.2
C -2.419 2.948 1.967 -0.6 -0.5 -0.6
B 0.438 1.706 1.671 0.6 -0.4 0.6
H 1.485 6.748 1.536 0.2 0.0 0.1
H 7.734 -0.865 2.193 -0.1 -0.1 -0.1
H 1.909 5.342 0.506 0.2 -0.1 0.2
H 2.379 -8.116 1.022 0.0 0.1 0.0
H -4.891 2.817 0.826 0.0 0.0 0.1
H 6.344 2.723 1.484 -0.1 0.1 -0.1
H 2.005 -1.546 3.169 0.9 -0.9 -0.3
H -0.390 3.992 -1.341 0.3 -0.1 0.0
H -2.299 -6.527 -5.783 0.1 0.0 0.1
H -3.530 -4.811 -6.905 0.0 0.0 0.0
H 8.470 1.768 2.242 0.0 0.0 0.1
H -4.879 -1.642 -2.457 0.1 0.0 0.1
H -3.825 3.484 -3.936 0.0 0.0 -0.1
H 9.680 4.344 3.440 0.0 0.0 0.0
H 1.106 -1.634 -2.694 0.0 0.0 0.0
H 1.691 6.898 -0.244 0.1 0.3 0.1
H -0.968 -6.470 -6.952 0.0 0.0 0.0
H 1.771 -2.015 -4.280 0.0 -0.1 0.0
H -6.782 -0.400 -3.400 0.0 -0.1 0.0
H -5.207 -0.509 -1.120 0.2 -0.1 0.0
H 1.710 3.603 1.794 0.0 0.0 -0.1
H 3.334 -2.019 -1.989 0.2 -0.2 0.1
H 8.620 0.831 0.760 0.0 0.0 0.0
H 11.598 4.891 1.130 0.0 0.0 0.0
H -0.551 -1.296 2.110 -0.1 -0.3 0.2
H -0.727 -0.619 0.539 0.0 0.0 -0.1
H -1.339 -2.421 3.654 -0.1 -0.1 -0.2
H -2.324 -5.248 0.798 -0.4 0.0 -0.1
H -4.210 -1.857 4.081 -0.1 0.1 0.2
H -3.478 2.818 2.198 -0.1 0.0 0.1
H -2.450 -0.177 5.374 -0.1 -0.1 0.1
H -4.485 -4.039 2.916 -0.1 -0.1 -0.2
H -0.962 -4.263 1.243 0.1 0.0 0.0
H 0.949 -8.934 1.650 0.0 0.0 0.0
H 3.624 -3.264 -3.240 0.1 0.0 0.1
H -2.501 7.288 0.591 -0.1 -0.1 -0.1
H 0.695 -9.593 -0.621 0.0 0.0 -0.2
H -1.710 -2.430 5.336 0.2 0.0 0.1
H -2.357 -2.914 -7.732 0.2 0.1 -0.1
H 0.395 3.584 2.977 -0.1 0.0 0.0
H 1.022 -4.344 -4.099 0.0 0.0 0.0
H -8.770 -2.042 -2.467 0.0 -0.1 0.1
H 0.395 -6.689 2.266 -0.2 0.1 0.0
H -1.911 2.927 2.927 0.2 0.1 0.0
H -7.458 -0.159 -1.791 0.0 0.0 0.0
H 7.166 2.507 -0.082 -0.2 0.2 0.0
H 10.698 3.197 2.548 -0.1 -0.1 0.0
H -2.411 -3.460 0.688 -0.2 0.0 0.0
H -3.737 -2.727 2.026 0.2 0.0 -0.2
H -3.358 -0.340 2.789 -0.2 -0.1 0.0
H -2.811 -5.592 -8.311 0.1 0.0 0.0
H -1.545 5.172 -1.865 0.0 0.1 -0.2
H 1.440 0.917 -0.199 0.0 -0.1 -0.1
H -2.533 4.284 0.246 0.0 -0.2 -0.1
H 9.312 6.778 1.836 0.0 0.0 -0.1
H 11.444 5.830 2.614 0.0 0.0 0.1
H -0.916 -0.236 4.568 0.1 0.1 -0.1
H 1.411 -8.079 -1.239 0.0 0.0 -0.1
H -3.715 -3.268 4.994 -0.1 -0.1 0.0
H -2.522 1.917 -2.639 0.2 -0.1 0.2
H -1.407 8.036 -0.570 0.0 0.1 0.0
H -2.150 -1.375 1.294 0.0 -0.1 -0.1
H 1.682 -1.284 0.715 -1.5 -0.1 0.6
H 3.385 -0.285 2.923 -0.7 1.0 0.9
H -1.028 8.044 1.162 0.0 0.1 0.1
H -3.087 1.124 3.672 0.2 0.2 -0.1
H 0.175 5.487 -2.175 0.1 0.0 -0.1
H 10.144 6.566 0.274 -0.2 0.1 0.0
H -2.936 4.999 1.792 -0.1 0.0 0.0
H -1.022 -3.902 -8.381 0.0 0.1 0.0
H -0.276 -3.506 -3.241 0.0 -0.1 0.1
H 6.722 0.285 3.088 0.0 0.0 0.0
H -5.662 4.781 -2.908 -0.1 0.1 0.1
H 2.599 1.496 0.975 0.0 0.2 0.0
H -7.435 -2.762 -3.387 0.0 0.0 0.0
H 1.156 -6.002 0.820 0.0 0.0 -0.1
```
Positions in Å, forces in eV/Å.

These are the Mulliken partial charges, in e, on atoms 1 to 2: Si 0.68; F -0.27